CH37O21 | wB97M-V/def2-TZVPD

XYZ file:
```
59
Properties=species:S:1:pos:R:3:forces:R:3:lowdin_charge:R:1
C -0.39686 -0.10802 0.09971 -2.4438 2.5038 1.6387 -0.71
O -1.08686 0.59898 0.91471 1.4698 -1.0638 -0.5118 -0.04
O 0.93014 -0.15002 0.25371 0.2440 -0.7706 -0.6798 0.10
O -0.89386 -0.63902 -0.88629 0.6110 -1.2561 -1.5828 -0.02
H 1.09314 0.53698 0.87971 0.5565 0.8885 1.3215 0.08
O -2.28086 -2.66002 0.18471 -0.0876 -0.7273 -0.4882 -0.05
H -1.62586 -2.14102 -0.31729 -0.0853 0.2995 0.4394 -0.02
H -2.53486 -3.31302 -0.48529 -0.4105 0.1900 0.4604 0.03
O 1.63614 -2.85702 0.33771 1.0786 -1.1712 -0.1952 -0.05
H 1.10114 -3.01802 -0.44729 -0.3676 0.3062 -0.0606 0.00
H 1.35214 -2.05602 0.75271 -0.6015 0.7137 0.3848 -0.02
O -1.45486 0.82498 -3.40729 0.8445 -1.1444 -0.5321 -0.03
H -1.49286 1.21198 -4.26929 -0.4626 1.2114 -0.8233 0.07
H -0.88286 0.07098 -3.66729 0.0053 0.2194 1.1286 0.05
O -1.39086 3.12898 1.89471 0.0243 1.7996 0.4765 -0.07
H -1.29686 2.19898 1.69771 0.1237 -0.8793 0.1951 -0.04
H -1.46386 3.28098 2.84971 0.0025 -0.7085 -0.4579 0.04
O 1.32414 -0.38602 -2.88829 0.2142 0.6260 -1.5533 -0.01
H 0.94814 -0.48602 -2.04329 -1.2954 0.9165 2.4976 -0.03
H 1.41414 -1.31702 -2.97929 0.8168 -1.6076 -1.1026 0.03
O 3.12414 -1.05202 2.42871 -1.4723 0.0243 0.6896 0.00
H 3.82814 -1.65202 2.39171 1.5547 -1.1506 -0.3813 0.05
H 3.35014 -0.24102 2.00471 0.6790 1.0715 -0.4342 0.00
O 1.09214 1.88998 2.95271 -0.0469 -0.6988 0.1046 -0.03
H 0.83714 2.75798 2.64871 -0.1783 0.3643 -0.3185 0.03
H 2.04314 1.78998 2.83171 0.0646 0.2837 0.2479 -0.01
O 0.32914 2.26698 -1.91329 1.6083 -1.4570 -0.8086 -0.02
H -0.09686 2.96598 -1.48229 -1.6516 1.4997 0.7429 0.04
H -0.28486 1.64298 -2.34629 -0.2261 0.4305 0.1056 0.02
O -2.08286 -2.31402 -3.37429 0.3393 -1.6779 -0.6028 -0.02
H -1.53586 -1.78802 -3.94429 0.1663 0.3579 -0.2442 0.03
H -2.47886 -1.74002 -2.72929 -0.9589 1.4321 0.6659 -0.01
O 2.47214 2.12798 -0.40829 0.8633 0.1761 0.4666 -0.06
H 1.58414 2.13898 -0.80529 -0.3468 -0.2020 -0.2855 0.00
H 3.04314 2.04598 -1.17629 0.0603 0.0619 -0.0536 0.06
O -1.32986 0.50898 3.88571 -0.8843 1.0606 1.6832 -0.04
H -0.64386 0.51298 3.25271 1.6148 0.1012 -1.0610 -0.06
H -1.91286 -0.13702 3.53871 -0.9234 -1.0397 -0.4328 0.01
O -3.80786 0.71598 0.84171 -1.6683 -0.2465 -0.5138 -0.03
H -2.88586 0.53798 0.72171 1.6022 -0.9300 0.1033 -0.02
H -3.81186 1.11898 1.68971 -0.1500 0.6439 1.3096 0.04
O 0.72014 -1.49702 3.26071 -0.4063 -0.3767 0.2601 -0.04
H 0.91114 -2.39502 3.51271 -0.8897 -0.9968 0.3086 0.03
H 1.63914 -1.30802 3.08171 0.6773 1.1770 -0.4915 -0.04
O 3.62714 -1.10202 -1.06829 1.7496 -0.8840 -0.4530 -0.02
H 2.91214 -1.40902 -0.54529 -1.2164 -1.1263 1.0197 -0.04
H 3.40014 -0.20902 -1.19629 -0.4024 1.7738 -0.4675 -0.02
O -0.29186 -3.41002 -1.65029 1.1296 -1.3654 0.9539 -0.07
H -0.73086 -3.96102 -0.97529 0.2913 0.4754 -0.5200 0.06
H -0.95886 -3.02202 -2.20829 -0.8089 0.3290 -0.7258 -0.03
O 3.67714 1.62498 2.11371 -0.0301 0.2105 -0.5971 -0.06
H 3.31214 1.97498 1.27371 -0.0625 -0.1415 -0.1318 0.03
H 4.56114 1.98598 2.16171 0.2784 0.0514 0.1755 0.07
O -3.37286 -0.33602 -1.79229 -0.8953 0.9362 -1.8202 -0.08
H -2.56886 -0.38802 -1.28029 0.7534 0.0449 0.6496 -0.04
H -3.21786 0.47998 -2.35129 -0.2834 -1.3935 1.0964 0.06
O -2.57586 2.40398 -0.76829 0.6064 0.7455 -1.1949 -0.06
H -1.76286 1.89698 -0.86129 -0.1302 0.0137 0.2094 -0.02
H -3.10986 1.85098 -0.19029 -0.6435 0.0759 0.1907 -0.03
```
Positions in Å, forces in eV/Å.

## Properties
net charge = -1
largest force on an atom = 0.07513 Eh/bohr
energy relative to the best compared isomer or geometry (same formula, charge and spin) = 0.0 kJ/mol
HOMO level = -6.92 eV



C42H35AsClEuN9S2 | wB97M-V/def2-TZVPD

XYZ file:
```
91
Properties=species:S:1:pos:R:3:forces:R:3:mulliken_spin:R:1
Eu 1.16458 1.85783 -0.04468 -0.8434 -0.6582 0.1025 6.98
N 4.21171 0.80491 3.32311 1.6492 -0.0939 0.0252 0.00
C 2.97323 0.73218 2.89978 -2.0697 -0.1945 0.1737 0.00
N 2.85987 1.24520 1.67729 0.1259 -0.3872 0.6118 0.00
C 4.13153 1.58118 1.36554 0.3949 -0.5840 2.1513 0.00
N 4.97734 1.31264 2.34170 0.8904 0.5196 -0.2978 0.00
C 4.52464 2.09130 0.09884 0.9255 1.5978 -2.1770 -0.01
C 5.83351 2.54055 -0.21746 -0.6388 -0.2552 0.1183 0.00
N 6.15244 2.82573 -1.46048 -0.0388 -0.5811 -1.7689 0.00
C 5.27477 2.57929 -2.46808 0.2241 0.2696 1.3735 0.00
C 3.94878 2.34717 -2.12519 -0.6976 1.5249 -0.4683 0.00
N 3.57065 2.24584 -0.85014 0.5318 -1.3929 0.6780 0.01
H 4.69588 0.50273 4.19392 -0.9367 0.2598 -1.0143 0.00
H 2.14215 0.30590 3.45453 0.1808 0.1062 -0.0668 0.00
H 6.61753 2.72632 0.51694 -0.3963 -0.2382 0.0898 0.00
H 5.58088 2.65773 -3.51193 0.1612 0.0997 0.4285 0.00
H 3.12029 2.53156 -2.84107 0.7064 -0.6163 0.2974 0.00
S -0.65725 4.81680 3.74170 0.4700 -0.9230 -1.5419 0.00
C 0.39847 4.07404 2.55104 0.2784 0.1791 -0.1547 0.00
N -0.09503 3.63619 1.41724 -0.9868 0.5566 1.6151 0.01
C -1.50138 3.81962 1.48738 -0.6574 -0.5776 -1.2693 -0.01
C -2.45574 3.38693 0.50868 0.3816 1.0231 1.3061 0.01
C -3.80219 3.64576 0.74901 0.9890 -0.5203 0.0977 0.00
C -4.24338 4.26222 1.93684 0.2427 0.3451 -0.2045 0.00
C -3.31780 4.71197 2.87620 -0.7309 -0.3686 0.2813 0.00
C -1.97287 4.44019 2.64630 0.3115 0.2783 0.1912 0.00
H 1.46335 3.98670 2.74744 -0.1148 0.1519 0.1217 0.00
H -2.16388 2.90555 -0.41231 0.1790 -0.0871 -0.0457 0.00
H -4.46355 3.26566 -0.01317 -0.5068 0.2232 0.1310 0.00
H -5.31185 4.41861 2.07094 0.2718 0.0206 0.1264 0.00
H -3.61622 5.18274 3.83030 0.0360 -0.2491 -0.7745 0.00
C -3.61566 -4.35332 -4.55048 -0.1903 -0.1302 -0.2815 0.00
C -2.43307 -3.79198 -5.00768 -0.2238 0.0271 0.5543 0.00
C -1.71421 -2.96765 -4.16661 0.7792 0.7253 -0.6337 0.00
C -2.14785 -2.70583 -2.88469 0.3742 -0.0141 0.9096 0.00
C -3.36057 -3.21894 -2.43779 -0.0900 0.1455 0.4722 0.00
C -4.08642 -4.06633 -3.27086 -0.6816 -0.1242 0.3335 0.00
As -1.10067 -1.71814 -1.52406 0.7385 0.3809 -0.1470 0.00
C 0.61061 -1.49858 -2.45047 0.5054 0.0270 -0.6731 0.00
C 0.75444 -0.77964 -3.64406 0.0761 0.2518 0.4818 0.00
C 1.96671 -0.77255 -4.30488 0.8285 -0.0795 -0.6901 0.00
C 3.06136 -1.48326 -3.80197 0.1914 0.5485 0.3438 0.00
C 2.95191 -2.18809 -2.63074 -0.1863 -0.4561 2.3084 0.00
C 1.70904 -2.24567 -1.93520 -0.8834 0.5998 -1.2272 0.00
C 1.27871 -3.12241 -0.83397 0.9170 -1.0268 0.1261 0.00
C 2.08860 -4.14052 -0.24984 -0.4583 0.5418 -0.1204 0.00
C 1.47927 -5.00630 0.63487 -0.4006 0.0086 1.0084 0.00
C 0.13374 -4.81324 1.05176 0.7166 -0.5849 0.1673 0.00
C -0.63404 -3.77881 0.54936 0.4184 -0.5487 -0.3571 0.00
C -0.07146 -3.02908 -0.49608 -0.9253 0.1218 0.5841 0.00
H -4.17936 -4.96649 -5.24947 -0.0440 -0.0657 0.3711 0.00
H -2.03644 -3.99411 -5.98305 -0.1284 -0.0758 -0.4035 0.00
H -0.85592 -2.43351 -4.59405 -0.0900 -0.5496 0.4289 0.00
H -3.72278 -2.90326 -1.43439 0.1207 -0.5525 -0.7710 0.00
H -5.03806 -4.49412 -2.90314 0.6432 0.2994 -0.3952 0.00
H -0.08219 -0.20405 -4.03041 0.0624 -0.1181 -0.1040 0.00
H 2.15024 -0.23493 -5.23720 -0.4652 -0.0034 0.2443 0.00
H 4.05463 -1.39248 -4.23351 -0.2962 -0.0652 -0.2996 0.00
H 3.84890 -2.59760 -2.10372 -0.8064 0.0392 -0.8812 0.00
H 3.15570 -4.27436 -0.48747 -0.6671 0.2123 -0.0271 0.00
H 2.06026 -5.79169 1.13896 -0.2966 0.2728 -0.4863 0.00
H -0.28695 -5.53973 1.75693 0.1381 0.4342 -0.1651 0.00
H -1.65828 -3.65770 0.92581 0.3644 0.0982 -0.4797 0.00
C -4.16679 -2.12489 3.97646 0.2015 0.4752 -0.0369 0.00
C -2.68073 -1.97925 3.99762 0.2356 0.7020 0.3033 0.00
C -1.83555 -2.57853 4.91547 -0.0419 0.2080 -0.9903 0.00
C -0.47126 -2.39805 4.78049 1.6120 1.5503 -1.2584 0.00
N 0.07625 -1.55961 3.82356 -0.9098 -0.6018 1.1511 0.00
C -0.75876 -0.85849 3.05906 -0.0261 -0.1913 -0.4574 0.00
S -0.29611 0.35188 1.92667 -0.3226 -0.4083 0.5844 0.00
N -2.12224 -1.08854 3.11740 0.3095 -0.7231 0.7073 0.00
C 0.48019 -3.05238 5.73258 -0.2249 -0.3068 0.6534 0.00
H -4.51980 -3.11257 4.21847 0.1802 -0.4475 0.1202 0.00
H -4.50237 -1.87963 2.97986 -0.4086 0.1321 -0.2174 0.00
H -4.62469 -1.44304 4.70280 0.1155 0.0215 -0.1895 0.00
H -2.14691 -3.23318 5.69282 -0.7174 -0.3776 0.2702 0.00
H -2.66006 -0.50735 2.47231 -0.1048 -0.4297 0.2572 0.00
H 0.05293 -3.99962 6.11092 0.3632 0.3032 -0.3717 0.00
H 0.58783 -2.43684 6.64077 -0.1483 0.0954 -0.3168 0.00
H 1.49399 -3.18577 5.35001 -0.3323 -0.0615 -0.2510 0.00
Cl -2.91636 3.36256 -4.35365 -0.6255 -0.4339 -0.2100 0.00
C -1.55034 3.71337 -3.41481 0.5474 1.3550 -0.1188 0.00
C -1.21595 5.07904 -3.24402 -0.6465 -0.9104 0.1368 0.00
C -0.01307 5.34937 -2.62977 -0.1522 -1.9896 0.5461 0.00
C 0.72287 4.28449 -2.06808 -0.1056 -0.2490 -0.7380 0.01
N 0.38107 2.96734 -2.19210 -0.4358 1.8889 -0.7187 -0.01
C -0.73809 2.71940 -2.93031 0.6447 -1.0219 0.5171 0.01
H -1.98364 5.80222 -3.55776 0.8611 -0.0697 -0.0122 0.00
H 0.39014 6.30118 -2.49859 0.2783 1.5638 0.1057 0.00
H 1.67673 4.57435 -1.57824 -0.6591 -0.6455 -0.0947 -0.01
H -0.97991 1.65587 -3.13216 0.1399 0.8050 0.3011 0.00
```
Positions in Å, forces in eV/Å.

## Properties
net charge = +2
2S+1 = 8
largest force on an atom = 0.05551 Eh/bohr
expectation value of S² = 15.7593
energy relative to the best compared isomer or geometry (same formula, charge and spin) = 125.1 kJ/mol
HOMO level (alpha / beta) = -12.28 / -12.28 eV



| no. | total energy (Ha) |
| --- | --- |
| 1 | -1640.48431 |
| 2 | -6316.56161 |